[1]
Entry from OMol25: a 13-piece molecular cluster, C42H94Cl6O23P4 overall (ωB97M-V/def2-TZVPD).

The geometry in XYZ format:
```
169
Properties=species:S:1:pos:R:3
C -0.837 -3.889 0.431
O -1.741 -4.582 -0.441
P -2.895 -5.398 0.228
O -2.513 -6.242 1.343
O -4.055 -4.351 0.484
C -4.385 -3.414 -0.570
O -3.600 -6.132 -0.980
C -3.106 -7.364 -1.552
H -0.940 -4.294 1.425
H -1.060 -2.826 0.335
H 0.238 -4.081 0.135
H -4.622 -2.485 -0.091
H -5.243 -3.900 -1.074
H -3.549 -3.299 -1.282
H -3.056 -8.111 -0.705
H -2.029 -7.292 -1.869
H -3.694 -7.593 -2.477
C -1.801 -1.137 -3.088
O -2.955 -0.411 -3.684
P -4.245 -0.135 -2.783
O -3.898 0.087 -1.372
O -5.197 -1.340 -2.930
C -5.466 -1.958 -4.284
O -4.816 1.028 -3.651
C -5.868 1.810 -2.919
H -1.937 -2.226 -3.383
H -1.735 -0.965 -2.029
H -0.913 -0.687 -3.521
H -4.552 -2.496 -4.447
H -5.653 -1.167 -4.986
H -6.361 -2.598 -4.209
H -5.822 2.861 -3.233
H -5.642 1.767 -1.897
H -6.835 1.396 -3.221
C 6.111 1.593 2.255
O 6.090 2.219 0.905
P 5.256 3.551 0.775
O 5.233 4.536 1.915
O 5.996 4.164 -0.559
C 5.792 5.541 -0.784
O 3.739 3.242 0.382
C 3.545 2.258 -0.658
H 6.190 0.506 2.045
H 5.180 1.735 2.790
H 6.966 1.967 2.848
H 5.911 5.724 -1.883
H 6.528 6.159 -0.246
H 4.766 5.870 -0.486
H 3.924 1.287 -0.358
H 4.102 2.613 -1.531
H 2.484 2.161 -0.845
C -0.841 -6.376 4.034
O -0.138 -5.488 3.217
P 1.194 -4.710 3.648
O 1.566 -3.549 2.785
O 1.029 -4.210 5.170
C 0.713 -2.787 5.392
O 2.180 -5.954 3.790
C 3.587 -5.664 3.915
H -0.712 -7.425 3.792
H -1.838 -6.063 4.041
H -0.407 -6.393 5.055
H -0.050 -2.475 4.704
H 1.583 -2.167 5.162
H 0.573 -2.702 6.455
H 3.802 -4.930 4.661
H 3.919 -5.246 2.994
H 4.041 -6.606 4.126
C 1.704 2.885 5.167
C 0.639 1.937 4.533
C 1.440 1.629 3.196
O 2.825 1.621 3.463
C 3.021 2.187 4.789
H 1.799 3.025 6.285
H 1.726 3.842 4.613
H -0.351 2.369 4.364
H 0.528 0.987 5.099
H 1.298 2.398 2.429
H 1.137 0.627 2.797
H 3.936 2.807 4.765
H 3.203 1.366 5.501
C 2.929 0.308 -4.061
C 1.857 -0.847 -4.024
C 2.604 -1.957 -4.695
O 3.973 -1.743 -4.273
C 4.195 -0.343 -4.536
H 3.040 0.690 -3.073
H 2.638 1.040 -4.800
H 1.027 -0.539 -4.616
H 1.531 -1.069 -3.031
H 2.483 -1.819 -5.777
H 2.349 -2.893 -4.361
H 4.166 -0.171 -5.616
H 5.181 0.029 -4.207
C 4.396 -2.930 1.114
C 4.155 -2.966 -0.345
C 4.636 -1.503 -0.779
O 4.486 -0.701 0.375
C 3.931 -1.523 1.401
H 5.456 -3.132 1.289
H 3.795 -3.699 1.538
H 3.077 -3.032 -0.552
H 4.689 -3.783 -0.888
H 4.038 -1.162 -1.564
H 5.659 -1.469 -1.121
H 2.827 -1.461 1.310
H 4.125 -1.062 2.339
C -0.985 1.404 -0.036
C -0.502 0.148 0.725
C 0.852 -0.063 0.096
O 0.803 0.496 -1.192
C -0.021 1.599 -1.189
H -1.004 2.332 0.589
H -2.041 1.274 -0.377
H -1.185 -0.698 0.476
H -0.466 0.325 1.807
H 1.157 -1.087 -0.028
H 1.641 0.396 0.700
H -0.625 1.578 -2.104
H 0.458 2.598 -1.136
C -4.365 -2.647 3.649
C -4.617 -1.311 2.952
C -3.224 -0.720 2.951
O -2.312 -1.789 2.722
C -2.890 -2.971 3.428
H -4.940 -3.423 3.195
H -4.529 -2.620 4.738
H -5.375 -0.741 3.469
H -4.914 -1.443 1.898
H -2.988 -0.250 3.932
H -3.044 -0.069 2.100
H -2.347 -3.077 4.323
H -2.718 -3.823 2.810
C -3.772 2.775 2.609
C -4.450 2.513 1.259
C -3.940 3.680 0.374
O -2.728 4.107 0.931
C -2.786 3.965 2.361
H -3.332 1.836 2.973
H -4.562 3.019 3.348
H -5.468 2.543 1.191
H -4.033 1.607 0.775
H -4.710 4.468 0.348
H -3.677 3.363 -0.636
H -3.170 4.903 2.784
H -1.806 3.706 2.817
C -1.304 2.201 -5.417
C -2.177 3.498 -5.392
C -1.567 4.232 -6.648
O -1.243 3.276 -7.569
C -0.688 2.207 -6.842
H -1.903 1.271 -5.265
H -0.457 2.267 -4.775
H -2.159 4.212 -4.563
H -3.196 3.336 -5.690
H -0.729 4.829 -6.425
H -2.279 4.974 -7.066
H 0.395 2.298 -6.853
H -0.750 1.254 -7.316
C 2.609 6.387 2.298
Cl 2.430 7.244 3.856
Cl 2.680 7.615 1.015
Cl 1.172 5.328 2.165
H 3.516 5.856 2.248
C 0.153 5.775 -3.022
Cl 1.625 4.903 -3.172
Cl 0.406 7.479 -2.613
Cl -0.941 4.959 -1.885
H -0.361 5.795 -3.950
```

Molar mass ... 1303.81 g mol⁻¹
Total charge ... 0
Electronic energy ... -7513.95772 Eh
Strongest force on any atom ... 4.08 eV Å⁻¹


[2]
Entry from OMol25: C42H94InN7O10PS3 as an isolated structure (ωB97M-V/def2-TZVPD).

The geometry in XYZ format:
```
158
Properties=species:S:1:pos:R:3
C 6.861 3.555 2.394
C 5.673 3.992 1.539
C 5.388 3.038 0.382
C 4.286 3.514 -0.579
C 3.123 2.524 -0.814
C 2.889 2.141 -2.286
C 1.429 2.170 -2.743
C 0.448 1.324 -1.909
N 0.019 0.093 -2.596
C 0.650 -1.150 -2.145
C 1.001 -2.080 -3.318
C 0.621 -3.565 -3.145
C 1.814 -4.467 -2.821
C 2.362 -4.191 -1.424
C 3.352 -5.232 -0.909
C 3.610 -5.147 0.604
C 3.802 -3.734 1.160
C -1.407 0.024 -2.724
S -2.399 -0.685 -1.640
S -1.808 0.876 -4.158
C -3.585 1.103 -4.020
C -3.954 2.255 -3.085
C -5.459 2.301 -2.766
In -5.944 2.404 -0.618
C -7.522 0.961 -0.082
C -7.176 -0.145 0.924
C -7.836 0.132 2.282
C -7.493 -0.732 3.515
S -6.233 -1.974 3.509
O -6.399 -2.739 4.704
O -4.963 -1.446 3.158
O -6.702 -2.908 2.302
P -3.885 1.903 0.867
O -3.892 2.598 2.213
H 6.561 2.818 3.143
H 7.639 3.092 1.779
H 7.319 4.390 2.928
H 4.777 4.069 2.164
H 5.851 4.994 1.130
H 6.326 2.897 -0.165
H 5.115 2.060 0.787
H 3.877 4.450 -0.184
H 4.751 3.745 -1.543
H 3.312 1.623 -0.224
H 2.200 2.953 -0.411
H 3.299 1.143 -2.481
H 3.459 2.824 -2.925
H 1.363 1.785 -3.764
H 1.085 3.209 -2.781
H -0.436 1.910 -1.650
H 0.902 1.023 -0.957
H 1.555 -0.877 -1.598
H -0.009 -1.655 -1.426
H 0.542 -1.675 -4.223
H 2.084 -2.012 -3.474
H -0.114 -3.666 -2.338
H 0.124 -3.921 -4.052
H 1.502 -5.518 -2.878
H 2.601 -4.340 -3.571
H 1.503 -4.146 -0.738
H 2.832 -3.201 -1.409
H 2.931 -6.222 -1.127
H 4.289 -5.165 -1.471
H 2.780 -5.639 1.124
H 4.502 -5.733 0.849
H 4.427 -3.124 0.502
H 4.295 -3.759 2.134
H 2.846 -3.221 1.292
H -3.929 1.313 -5.035
H -4.006 0.154 -3.683
H -3.640 3.181 -3.584
H -3.339 2.167 -2.183
H -5.921 3.174 -3.235
H -5.957 1.423 -3.194
H -6.411 4.030 -0.135
H -8.360 1.561 0.291
H -7.866 0.498 -1.013
H -7.532 -1.106 0.518
H -6.101 -0.258 1.098
H -8.919 0.064 2.146
H -7.621 1.173 2.534
H -8.367 -1.275 3.881
H -7.136 -0.112 4.343
H -7.327 -2.439 1.717
H -3.680 0.499 0.997
H -2.653 2.121 0.174
C 5.446 -4.833 -5.180
O 4.963 -4.999 -4.079
N 5.532 -5.805 -6.116
C 6.105 -5.572 -7.420
C 5.016 -7.119 -5.778
H 5.850 -3.864 -5.518
H 5.377 -5.752 -8.215
H 6.972 -6.213 -7.598
H 6.428 -4.534 -7.484
H 3.956 -7.070 -5.530
H 5.537 -7.532 -4.914
H 5.157 -7.777 -6.634
C -4.036 4.293 -6.404
O -4.665 3.297 -6.112
N -4.560 5.539 -6.379
C -3.788 6.710 -6.714
C -5.946 5.678 -5.966
H -2.971 4.272 -6.692
H -3.721 7.401 -5.871
H -4.219 7.247 -7.563
H -2.777 6.401 -6.982
H -6.094 5.284 -4.960
H -6.608 5.127 -6.635
H -6.208 6.734 -5.985
C 6.068 -2.118 4.764
O 6.313 -2.189 3.573
N 4.892 -1.716 5.277
C 4.626 -1.654 6.702
C 3.825 -1.349 4.361
H 6.807 -2.384 5.541
H 3.767 -2.273 6.956
H 4.398 -0.633 7.015
H 5.505 -1.998 7.245
H 3.567 -2.192 3.720
H 4.130 -0.526 3.717
H 2.956 -1.053 4.946
C -9.886 1.452 6.697
O -10.899 0.981 6.218
N -8.908 0.720 7.271
C -7.721 1.322 7.834
C -9.064 -0.724 7.298
H -9.677 2.535 6.703
H -6.818 0.968 7.331
H -7.630 1.099 8.900
H -7.779 2.402 7.711
H -9.138 -1.113 6.282
H -9.972 -1.012 7.828
H -8.196 -1.162 7.785
C 1.176 -3.191 8.727
O 1.890 -2.337 8.231
N 0.339 -3.972 8.018
C -0.500 -4.970 8.640
C 0.281 -3.787 6.577
H 1.152 -3.392 9.811
H -0.275 -5.969 8.263
H -1.558 -4.766 8.462
H -0.325 -4.960 9.716
H 1.255 -3.968 6.121
H -0.021 -2.771 6.326
H -0.442 -4.487 6.166
C 5.227 4.902 -4.812
O 5.298 4.251 -5.835
N 6.295 5.469 -4.207
C 6.180 6.249 -2.996
C 7.600 5.277 -4.810
H 4.278 5.088 -4.282
H 6.528 7.273 -3.148
H 6.761 5.804 -2.184
H 5.136 6.280 -2.688
H 7.624 5.674 -5.826
H 7.852 4.217 -4.865
H 8.342 5.792 -4.203
```

Energy relative to the best compared isomer or geometry (same formula, charge and spin) ... 0.000 eV
Molar mass ... 1099.25 g mol⁻¹
Total charge ... -1
Electronic energy ... -4518.41057 Eh
Strongest force on any atom ... 0.98 eV Å⁻¹